Molecular formula: C29H33CoN7
Method: DFT, ωB97M-V with the def2-TZVPD basis set

```
70
Properties=species:S:1:pos:R:3:forces:R:3
Co 0.4547 -0.4040 -0.0957 0.151 0.136 0.004
N 0.3301 -0.6006 1.8852 -0.063 -0.020 0.000
N 2.4464 -0.9930 -0.0204 -0.049 -0.056 0.009
N -0.3774 -2.1637 -0.0126 -0.058 -0.020 0.004
N -2.7186 2.5087 -0.3291 -0.001 0.025 0.011
N -0.9148 1.0434 -0.3591 0.043 -0.086 -0.037
N 7.5880 -2.5023 0.1993 -0.008 0.004 0.001
N 0.3915 -0.8093 -2.0377 -0.053 -0.021 -0.024
C 6.4883 -2.1784 0.1507 -0.012 -0.005 -0.003
C -4.0344 2.9275 0.1799 -0.017 -0.006 -0.013
C 2.7877 -2.2869 -0.0413 0.018 0.019 0.001
C 0.8743 -0.0533 -3.0275 -0.008 -0.008 0.007
C 4.0969 -2.7225 0.0121 0.013 -0.015 0.000
C -2.7166 0.6147 1.2059 -0.010 0.005 -0.006
C -0.3276 -2.1218 3.6136 0.007 -0.006 0.005
C 5.1102 -1.7741 0.0896 0.013 -0.002 0.001
C -0.2458 -1.9748 -2.3340 0.019 0.031 -0.043
C 1.3221 1.5782 2.3466 0.021 -0.007 0.027
C 0.0548 -1.5984 -4.6670 -0.003 -0.013 -0.009
C -2.0737 1.4288 0.1235 0.009 -0.024 0.031
C 0.7334 0.2799 2.8057 -0.008 -0.002 -0.004
C -0.9572 4.2250 -0.8304 0.001 0.004 0.009
C -0.6590 -2.6711 1.1806 0.011 -0.024 0.026
C -1.3638 -3.9729 -1.1412 -0.007 -0.015 0.013
C -0.6993 -2.7555 -1.1560 0.003 -0.012 -0.035
C -2.1142 3.3760 -1.3451 0.001 -0.004 -0.011
C -0.2014 -1.7900 2.2837 -0.005 0.042 0.055
C 0.6228 -0.0056 4.1669 0.011 0.016 -0.005
C -1.6698 -4.5310 0.0951 0.013 0.022 -0.002
C -1.3211 -3.8862 1.2766 -0.004 -0.018 -0.011
C -0.4285 -2.3921 -3.6332 0.003 -0.002 -0.002
C 3.4310 -0.0880 0.0501 -0.030 0.025 0.003
C -3.9516 4.0801 1.1671 0.006 0.010 0.002
C 0.0962 -1.2107 4.5748 -0.003 -0.011 0.009
C 0.7126 -0.4277 -4.3607 0.009 0.016 0.009
C 1.6280 1.1954 -2.6779 0.014 -0.013 -0.036
C 4.7680 -0.4266 0.1067 0.009 0.008 -0.001
H 0.9558 0.7287 4.8874 -0.005 -0.001 0.000
H -4.5335 2.0739 0.6278 0.008 0.000 0.005
H -3.6338 0.1541 0.8373 0.001 -0.001 0.001
H -2.0421 -0.1718 1.5180 0.014 -0.006 0.002
H 1.0224 2.3901 3.0078 -0.003 -0.001 -0.004
H -3.5394 4.9760 0.7027 0.001 -0.003 0.003
H -2.9071 4.0230 -1.7151 -0.001 0.004 0.004
H -1.5667 -4.3260 2.2322 -0.001 -0.001 -0.001
H -4.6343 3.2115 -0.6854 -0.001 -0.005 -0.004
H -0.7506 -3.0729 3.9026 -0.001 0.002 0.010
H -3.3305 3.8216 2.0265 -0.002 0.000 -0.002
H 4.3243 -3.7786 -0.0058 -0.001 0.002 -0.001
H 1.1112 0.2077 -5.1396 -0.004 -0.001 -0.002
H 2.4125 1.5263 2.3763 -0.003 0.001 -0.003
H 2.6997 1.0280 -2.8055 -0.005 0.008 0.002
H -0.1469 3.6176 -0.4244 0.003 0.008 -0.003
H -2.1876 -5.4797 0.1383 -0.001 0.001 0.000
H -0.5538 4.8300 -1.6422 -0.001 0.000 0.001
H 1.9795 -3.0028 -0.1028 -0.013 0.004 0.001
H 5.5272 0.3402 0.1633 -0.002 0.001 0.000
H -0.0791 -1.9007 -5.6968 0.001 -0.002 0.001
H -4.9487 4.3273 1.5298 0.002 0.001 -0.001
H 0.0074 -1.4447 5.6270 0.002 -0.003 -0.001
H 1.4584 1.4997 -1.6454 -0.006 0.006 0.013
H 1.0013 1.8181 1.3336 -0.007 0.007 -0.008
H -0.9370 -3.3218 -3.8430 -0.004 0.003 -0.010
H -2.9745 1.2290 2.0682 0.003 -0.002 -0.004
H 3.1335 0.9526 0.0602 0.008 0.002 0.003
H 1.3498 2.0170 -3.3373 -0.004 -0.004 0.000
H -0.6404 1.6254 -1.1417 -0.009 0.010 0.008
H -1.2910 4.8989 -0.0431 -0.002 -0.003 0.000
H -1.8087 2.7663 -2.2026 -0.002 -0.004 0.005
H -1.6399 -4.4812 -2.0535 -0.002 0.001 0.000
```
Forces are in eV/Å.

Energy relative to the best compared isomer or geometry (same formula, charge and spin) in eV: 0.004
Multiplicity: 2
HOMO level (spin up / spin down) in eV: -14.27 / -14.40
Electronic energy in a.u.: -2890.5537
Charge: +2

---

Molecular formula: C29H33F3O
Method: DFT, ωB97M-V with the def2-TZVPD basis set

```
66
Properties=species:S:1:pos:R:3:forces:R:3
F 3.4524 0.1920 -7.0915 0.546 -0.132 0.479
F 4.5793 -1.4279 -6.1328 -0.039 0.707 -0.037
F 5.1250 0.6641 -5.7497 -0.236 -0.433 -0.443
O 0.5663 -0.0004 -1.4954 -0.352 0.030 0.688
C -2.0105 -1.6796 4.7803 0.135 -0.361 0.502
C -3.0922 0.4835 1.7918 0.126 -0.111 -0.043
C -3.8720 1.4194 2.4678 0.028 -0.061 0.284
C 1.3351 -0.0498 -2.4950 1.153 -0.035 -1.268
C -1.6136 -1.5689 1.7196 0.201 0.156 -0.292
C 2.0689 0.7737 -4.7316 -0.100 -0.098 0.137
C 3.1176 -0.1426 -4.7523 0.620 -0.150 -0.854
C -4.0280 1.3649 3.8538 0.254 -0.310 -0.094
C 4.5369 0.5868 3.3490 -0.357 0.172 -0.224
C 3.7186 1.5304 2.7176 -0.213 0.061 -0.095
C 0.6166 -0.3857 2.0259 0.832 -0.085 -0.237
C -2.6133 -0.6219 3.8949 -0.129 0.285 -0.222
C 4.0277 -0.6975 3.5718 -0.104 -0.199 -0.028
C 2.7604 -1.0758 3.1576 0.066 0.114 0.168
C -2.2764 -2.9540 1.7279 0.037 -0.050 -0.060
C 3.3142 -1.0022 -3.6743 -0.117 0.034 0.015
C 1.6124 2.2774 1.6337 0.003 0.449 -0.049
C 4.0599 -0.1817 -5.9270 -0.558 -0.007 0.592
C -4.8479 2.3815 4.5878 -0.203 0.235 0.093
C -2.4389 -0.5441 2.4975 0.101 0.002 0.277
C 5.9228 0.9569 3.7668 0.213 -0.168 0.170
C 1.9091 -0.1140 2.4860 0.011 0.037 0.135
C 1.2009 0.8207 -3.6658 -0.152 -0.289 0.882
C 2.4638 -0.9765 -2.5935 -0.720 0.497 0.358
C -3.3973 0.3311 4.5463 -0.063 0.148 -0.220
C 2.3419 -2.4796 3.4561 0.359 -0.559 0.223
C -0.1214 -1.6469 2.1469 -1.075 -0.377 0.084
C 2.4390 1.2167 2.2942 -0.033 0.149 -0.165
C -2.9797 0.5884 0.2926 -0.148 0.250 -0.293
H -5.6670 1.9129 5.1475 0.135 0.065 -0.136
H -2.3278 -3.3875 2.7325 -0.033 0.014 -0.277
H -1.7298 -3.6467 1.0755 -0.105 0.093 0.121
H -1.2440 -1.2498 5.4453 -0.129 -0.076 -0.224
H -1.9495 0.7536 -0.0558 -0.221 -0.116 0.022
H 6.4141 0.1039 4.2430 0.015 0.200 -0.060
H -1.5759 -1.2623 0.6671 -0.064 0.033 0.242
H 0.0945 0.3911 1.4730 0.130 0.094 0.094
H 0.3566 -2.4190 1.5155 0.036 0.273 0.210
H -3.3019 -2.8678 1.3489 0.212 -0.044 0.082
H -4.2412 2.9372 5.3140 -0.085 -0.088 -0.160
H -3.3651 -0.3084 -0.2142 0.159 0.209 0.125
H 6.5255 1.2703 2.9052 -0.183 -0.072 0.105
H 3.1979 -3.0306 3.8649 -0.167 0.145 -0.134
H -3.5238 0.2543 5.6303 0.025 0.042 -0.284
H 2.1574 3.2290 1.6627 -0.186 -0.236 -0.070
H 1.3979 2.0375 0.5826 0.041 -0.094 0.151
H 1.5609 -2.5289 4.2279 0.051 0.082 -0.302
H 4.1449 -1.7031 -3.6906 -0.113 0.045 -0.025
H 4.0981 2.5425 2.5549 -0.125 -0.330 0.028
H 0.3831 1.5377 -3.6770 0.059 -0.111 0.107
H -0.0767 -1.9932 3.1824 0.262 -0.075 -0.211
H -2.7817 -2.0977 5.4467 0.206 0.121 -0.234
H -1.5640 -2.5223 4.2509 -0.125 0.213 0.167
H -4.3713 2.2054 1.8947 0.147 -0.217 0.196
H 2.6290 -1.6620 -1.7648 -0.077 0.087 -0.023
H -3.5828 1.4381 -0.0482 0.158 -0.186 -0.020
H 5.9153 1.7960 4.4732 -0.072 -0.137 -0.129
H 0.6551 2.4304 2.1504 0.211 -0.071 -0.124
H 4.6579 -1.4285 4.0873 -0.238 0.223 -0.231
H -5.2781 3.0967 3.8807 0.005 -0.044 0.186
H 1.9342 1.4534 -5.5695 -0.023 -0.112 0.089
H 2.0049 -3.0211 2.5651 0.012 0.166 0.258
```
Forces are in eV/Å.

HOMO level in eV: -5.83
Electronic energy in a.u.: -1499.6235

---

Molecular formula: C29H33FN9
Method: DFT, ωB97M-V with the def2-TZVPD basis set

```
72
Properties=species:S:1:pos:R:3:forces:R:3
F 1.9231 -1.4955 -3.7922 -1.469 1.775 2.393
N 3.2681 0.7554 -3.1398 1.020 1.808 -2.861
N 4.0958 0.0387 -2.2798 4.672 1.195 -3.424
N -0.8095 0.3316 -0.6409 -0.470 0.472 0.449
N 5.4912 0.9115 -4.1536 -5.028 -0.799 3.407
N 8.3457 0.5253 -0.1516 0.137 0.667 0.619
N -5.2242 3.6632 -1.9385 -0.748 0.538 -0.327
N -2.6798 -5.4783 2.3729 -0.214 -0.009 -0.989
N -2.2010 -0.4696 4.2142 -0.203 -0.873 0.349
N 6.4688 -0.5780 -2.1997 -1.271 0.368 -0.880
C -3.7816 -2.2892 4.3483 0.192 -0.083 0.158
C 9.7650 2.1225 0.9719 -0.246 0.016 0.168
C -3.3324 -6.5332 1.8383 0.429 0.652 0.491
C -7.3260 5.2799 -2.8285 -0.012 -0.005 0.011
C -6.4661 3.5636 -1.4168 0.838 0.014 -0.291
C -6.0574 5.4075 -3.3844 -0.203 -0.065 0.131
C 4.0413 1.3555 -4.3246 2.223 -4.074 5.617
C 8.7556 2.3931 1.8896 0.043 0.011 -0.015
C -2.3223 -4.4927 1.5208 -0.197 -0.621 0.668
C -3.6415 -6.6473 0.4924 0.085 0.230 -0.179
C 1.7915 0.8478 -2.7918 -0.096 -0.284 -0.365
C -2.9334 -2.9795 5.2079 -0.023 -0.046 0.018
C -1.7172 -2.4088 5.5682 -0.233 -0.063 -0.102
C -2.5899 -4.5145 0.1614 -0.122 -0.239 -0.054
C 5.4857 0.1032 -2.8751 -3.386 1.121 -0.894
C 7.5401 1.7252 1.7819 0.160 0.026 -0.046
C -1.3991 -1.1628 5.0520 -0.480 0.506 -0.567
C 1.2420 -0.7140 -2.7018 0.422 0.256 -0.090
C -3.3743 -1.0499 3.8810 0.742 0.435 0.164
C -7.5386 4.3400 -1.8253 0.073 0.172 -0.185
C -5.0486 4.5832 -2.9121 -0.030 -0.628 0.636
C -1.5128 1.2705 1.4689 -0.067 0.142 -0.060
C 9.5144 1.1908 -0.0227 -0.610 -0.478 -0.192
C -2.9841 1.3575 -0.4264 -0.030 -0.067 0.199
C 7.3853 0.8078 0.7551 0.658 -0.141 -0.574
C -2.7311 1.6436 0.9112 0.060 -0.052 -0.053
C -3.2618 -5.6152 -0.3595 -0.015 -0.024 -0.006
C -0.5918 0.6245 0.6599 -0.141 -0.156 -0.776
C -2.0020 0.7046 -1.1539 0.712 -0.245 0.275
H -8.5156 4.2156 -1.3722 0.109 -0.002 -0.031
H -1.2856 1.4781 2.5084 -0.060 -0.124 -0.119
H -3.9234 1.6356 -0.8908 0.143 0.064 -0.025
H 0.0821 -0.7747 -2.8499 2.532 0.040 0.324
H -3.9996 -0.4736 3.2049 0.005 -0.069 0.038
H 3.9036 -0.4781 -1.3939 -0.576 0.969 -1.368
H -0.4630 -0.6742 5.3059 -0.047 -0.062 0.024
H 1.2774 1.4741 -3.6467 1.078 -1.402 1.786
H -3.2178 -3.9542 5.5936 0.050 0.122 -0.089
H -6.5806 2.8185 -0.6345 -0.059 0.059 -0.049
H 6.7333 1.9141 2.4809 0.078 -0.040 -0.070
H 6.4564 0.2581 0.6311 0.003 0.067 0.081
H -3.4881 -5.6684 -1.4205 0.021 0.000 0.123
H -1.7975 -3.6570 1.9746 -0.043 -0.003 -0.034
H -2.1533 0.4558 -2.2006 -0.087 0.052 0.044
H -3.4775 2.1530 1.5139 0.101 -0.051 -0.072
H -2.2816 -3.6934 -0.4758 -0.020 -0.046 0.072
H -4.7364 -2.7064 4.0489 0.102 0.044 0.011
H -3.6107 -7.3108 2.5442 0.012 0.040 -0.094
H -1.0336 -2.9215 6.2352 -0.060 0.064 -0.063
H 0.3746 0.3160 1.0479 -0.070 0.019 0.077
H 10.2694 0.9474 -0.7647 -0.025 0.052 0.100
H 1.5775 -1.1493 -1.6504 -0.878 0.640 -2.448
H 8.9146 3.1183 2.6824 -0.024 -0.098 -0.105
H -8.1421 5.9078 -3.1739 0.102 -0.080 0.044
H 6.1353 -1.3362 -1.5308 1.125 1.651 -1.306
H -4.1659 -7.5189 0.1174 0.049 0.079 0.059
H 7.4869 -0.3365 -2.2953 -1.575 -0.423 0.371
H 1.7208 1.4227 -1.7702 -0.181 -1.304 -1.998
H 3.5303 2.0214 -5.1417 1.215 -1.593 1.848
H -5.8589 6.1311 -4.1668 -0.001 -0.080 0.077
H 10.7238 2.6252 1.0293 -0.101 -0.072 -0.033
H -4.0422 4.6425 -3.3163 -0.082 0.036 0.003
```
Forces are in eV/Å.

HOMO level in eV: -11.16
Electronic energy in a.u.: -1717.1168
Charge: +1

---

Molecular formula: C29H33N11O4PbS5Te
Method: DFT, ωB97M-V with the def2-TZVPD basis set

```
84
Properties=species:S:1:pos:R:3:forces:R:3
Pb 0.1685 -0.3162 -0.6996 0.133 0.054 0.200
Te 0.5890 3.0194 -2.2027 -0.095 0.221 0.229
S -1.2836 -1.8001 2.6922 0.001 -0.025 -0.056
S -2.1082 0.8777 1.4608 0.120 0.062 -0.038
S -0.3804 3.3832 1.7892 0.111 -0.003 -0.036
S 6.0523 -0.2559 1.1064 -0.037 0.014 0.061
S 0.9684 0.7346 3.5239 0.019 -0.023 -0.089
O 6.2563 -1.0283 2.3101 0.101 -0.032 -0.005
O 2.7517 -0.1797 -0.4515 -0.239 -0.179 -0.033
O -1.8797 1.9179 -2.7878 -0.166 -0.146 0.033
O 7.2291 0.0157 0.3124 0.088 -0.037 -0.029
N 0.7056 -0.1230 -2.9851 -0.141 0.033 0.069
N 4.8494 -0.8363 0.2170 -0.141 0.002 -0.120
N -2.2719 -0.9745 -1.3743 0.110 0.080 -0.035
N -4.4133 -0.7133 -1.5121 -0.063 -0.009 -0.029
N -3.2897 -0.0839 -1.4484 0.053 -0.001 -0.014
N -0.5022 -4.8743 -0.9241 0.023 0.059 0.014
N 0.8044 -4.7268 -0.6145 0.056 -0.102 0.003
N 0.0244 -2.7384 -0.8514 0.016 0.069 -0.107
N -4.2032 -2.0400 -1.4719 -0.017 0.152 0.003
N -2.2516 -3.3743 -1.3896 -0.131 -0.002 0.038
N 1.1224 -3.4867 -0.5686 0.162 0.094 0.060
C 3.2563 4.4163 -1.9413 0.117 -0.048 -0.014
C 3.6113 3.4286 1.8575 -0.035 -0.056 -0.033
C 4.9083 2.2148 -2.2095 0.009 -0.071 -0.044
C 4.8669 3.4171 2.4626 0.021 0.035 0.003
C 1.7839 -0.8243 -3.3697 0.141 -0.148 0.037
C 3.8127 -0.0002 0.1677 0.180 0.025 0.069
C 2.0566 0.5038 -5.3063 0.183 -0.025 -0.061
C 2.6905 3.1664 -2.1978 0.025 0.109 0.012
C -0.9352 -3.6342 -1.0596 -0.243 -0.059 -0.061
C -2.8789 -2.1515 -1.4005 0.115 -0.282 -0.086
C 5.4628 3.4582 -1.9463 0.050 0.031 0.002
C -1.2378 1.1596 -3.7871 0.044 0.017 0.093
C -2.0231 3.5968 1.0620 -0.029 0.049 -0.053
C 0.2975 1.0202 -3.6736 0.060 -0.498 -0.390
C 4.0405 1.2807 0.9419 -0.062 -0.132 0.011
C 4.6305 4.5614 -1.8161 -0.027 0.013 0.056
C 0.4548 2.3501 4.1709 -0.039 0.005 0.049
C 5.7257 2.3335 2.3099 -0.062 0.023 -0.051
C 2.5019 -0.5765 -4.5065 -0.154 0.067 -0.025
C -1.3288 -0.8238 4.2145 0.057 0.070 -0.017
C 1.0021 1.2619 -4.9243 -0.131 0.110 0.174
C 3.1814 2.3516 1.0901 0.031 0.045 0.029
C -3.4933 -0.2060 1.8362 -0.054 -0.137 0.008
C 5.2806 1.2800 1.5368 0.005 0.139 0.119
C 3.5332 2.0665 -2.3369 -0.013 0.037 -0.020
C -2.9994 2.4219 1.2156 -0.090 0.037 0.058
C -0.7557 3.0242 3.5230 0.000 -0.058 0.052
C -2.9856 -1.6336 2.0942 -0.052 -0.021 -0.023
C 0.0882 -0.4162 4.6117 -0.019 0.005 0.103
H -1.4412 1.6018 -4.7672 -0.042 0.083 0.063
H 6.5340 3.5635 -1.8254 0.010 -0.020 0.012
H 1.3336 2.9845 4.0504 0.049 0.056 -0.025
H 5.5424 1.3399 -2.2807 0.043 -0.030 0.013
H -1.7716 -1.4140 5.0216 -0.014 0.002 0.000
H 5.1835 4.2708 3.0512 -0.010 0.000 0.007
H -3.6651 -2.1489 2.7758 -0.015 -0.005 -0.029
H 2.2139 2.3433 0.6064 -0.094 0.036 -0.031
H 0.0758 0.0111 5.6181 0.005 -0.009 0.008
H -1.6211 0.1346 -3.7759 -0.021 0.022 -0.111
H 3.3494 -1.1890 -4.7696 0.034 -0.012 -0.009
H -2.8529 -4.1798 -1.4133 0.013 0.035 0.012
H -2.4420 1.3181 -2.2504 -0.051 0.090 -0.038
H -3.6523 2.5881 2.0788 0.014 -0.035 0.004
H -0.9799 3.9495 4.0611 -0.001 0.005 0.018
H 0.2865 2.2416 5.2455 -0.001 0.023 0.006
H 2.5582 0.7309 -6.2416 0.010 0.000 0.016
H -1.9371 0.0646 4.0485 -0.040 0.023 -0.015
H 0.7270 -1.3006 4.6551 0.003 -0.020 -0.019
H 6.7045 2.3194 2.7700 0.024 -0.010 0.017
H 2.6142 5.2797 -1.8125 -0.028 0.019 -0.031
H 5.0477 5.5364 -1.5918 0.027 0.026 -0.009
H -4.0161 0.1791 2.7179 0.032 0.021 0.003
H 3.1238 1.0757 -2.4813 0.059 0.138 -0.073
H -2.4827 4.5051 1.4567 -0.010 0.008 -0.040
H -2.9779 -2.1931 1.1583 0.006 -0.005 0.043
H -1.6219 2.3638 3.5724 0.003 0.020 -0.020
H 2.0668 -1.6362 -2.7080 -0.003 -0.045 0.025
H -4.1942 -0.2244 0.9987 -0.008 0.013 0.059
H -3.6276 2.3399 0.3260 -0.015 0.030 0.015
H 0.6723 2.1023 -5.5217 -0.002 0.001 -0.031
H -1.7994 3.7719 0.0070 0.038 -0.057 0.036
H 2.9626 4.2883 1.9745 -0.009 0.029 0.007
```
Forces are in eV/Å.

Energy relative to the best compared isomer or geometry (same formula, charge and spin) in eV: 1.129
HOMO level in eV: -1.80
Electronic energy in a.u.: -4480.0459
Charge: -2